[1]
Computed, not measured: C30H45N6Sn as an isolated structure at a distorted geometry, with the ωB97M-V functional and the def2-TZVPD basis.

Geometry as XYZ:
```
82
Properties=species:S:1:pos:R:3:lowdin_charge:R:1
Sn -0.1818 -0.7951 -0.3145 1.611
N 2.2443 -1.0070 2.4586 -0.139
N 0.3380 1.3364 -0.8939 -0.039
N 1.4649 3.2659 -1.6709 -0.120
N 1.9939 1.1865 -2.5132 -0.133
N 0.4564 0.2155 1.5924 -0.050
N 1.6981 1.0022 3.4387 -0.114
C -2.7314 3.4262 -0.9681 -0.034
C -3.9613 -1.7792 -0.5077 0.008
C -2.5583 1.3741 3.4124 -0.032
C -2.6950 -2.4829 -0.8807 -0.265
C -0.9269 -3.2257 -2.2921 -0.250
C 2.3297 0.6581 4.7207 -0.008
C -1.5371 2.8044 -1.3290 -0.021
C -0.0075 -5.0306 -0.7399 0.042
C -1.3522 1.7484 0.8641 -0.091
C 1.8137 -2.2406 1.8375 -0.081
C 1.9377 3.9846 -2.8617 -0.011
C -0.0922 -3.4880 -3.5123 0.001
C -0.8704 -3.8894 -1.0810 -0.135
C -2.2809 -3.9819 1.1533 0.018
C 1.3694 2.4225 3.3189 0.005
C -0.8223 2.0108 -0.4411 -0.300
C 1.2416 1.9447 -1.6772 -0.356
C -2.5827 2.3944 1.2150 -0.147
C 3.4301 1.4426 -2.7008 -0.008
C -2.7605 -1.8060 -3.3906 0.055
C -0.7312 0.9283 1.8694 -0.303
C 3.7014 -0.8785 2.6093 -0.012
C -3.1482 2.2110 2.4921 0.006
C 1.2350 4.1271 -0.5130 0.002
C -3.2385 3.2367 0.2933 0.000
C 1.5663 -0.1397 -2.8980 -0.091
C 1.4382 0.0881 2.4973 -0.354
C -2.0994 -2.4301 -2.2424 -0.124
C -1.9883 -3.3936 -0.1802 -0.214
C -1.3694 0.7293 3.0910 -0.018
H 1.3111 4.8672 -2.9941 0.108
H -4.0637 2.7367 2.7362 0.132
H 3.9974 0.5966 -2.3063 0.103
H 2.2385 3.0009 3.6296 0.110
H -4.1909 -1.9097 0.5477 0.092
H 2.1176 4.7501 -0.3677 0.111
H 3.7364 2.3333 -2.1639 0.092
H 4.1847 -1.1435 1.6658 0.102
H 1.8527 3.3620 -3.7469 0.101
H 1.9647 -2.2428 0.7450 0.055
H -2.9511 -3.3534 1.7364 0.096
H 2.0971 -0.4362 -3.8004 0.115
H -4.8012 -2.1843 -1.0787 0.116
H -0.9184 0.0496 3.8045 0.129
H 0.4977 -0.1616 -3.1104 0.074
H 0.8779 -5.0902 -1.3693 0.102
H -2.0765 -1.5863 -4.2092 0.106
H 3.9743 0.1425 2.8542 0.093
H 0.5322 2.6917 3.9637 0.108
H 2.4257 -0.4155 4.8361 0.097
H -0.5762 -5.9569 -0.9083 0.149
H 0.7673 -2.4463 2.0626 0.077
H 3.6726 1.5570 -3.7564 0.110
H -0.0176 -2.6048 -4.1466 0.080
H 0.2727 -5.0433 0.3148 0.102
H -4.1565 3.7268 0.5956 0.132
H 1.8053 -0.8985 -2.1303 0.053
H 1.0749 3.5367 0.3849 0.071
H 2.4130 -3.0592 2.2322 0.113
H -2.7783 -4.9496 1.0246 0.128
H 0.9157 -3.8023 -3.2458 0.091
H -1.1532 2.9289 -2.3346 0.128
H 2.9688 4.3214 -2.7500 0.103
H 3.3097 1.1265 4.8122 0.106
H 0.3762 4.7816 -0.6681 0.107
H 1.6986 1.0398 5.5242 0.109
H -3.9149 -0.7098 -0.7222 0.091
H 4.0751 -1.5448 3.3860 0.109
H -1.3744 -4.1739 1.7301 0.088
H -3.3392 -0.9231 -3.1150 0.112
H -3.2553 4.0416 -1.6877 0.126
H 1.1273 2.6832 2.2923 0.072
H -3.4920 -2.5309 -3.7856 0.161
H -3.0160 1.2079 4.3793 0.126
H -0.5331 -4.2847 -4.1160 0.115
```

Summary:
Energy relative to the best compared isomer or geometry (same formula, charge and spin) (eV): 0.714
Max |F| (eV/Å): 2.85
Net charge: +3
Frontier orbital gap (eV): 3.65
HOMO level (eV): -15.25

[2]
Computed, not measured: C30H45NO3P2PtS as an isolated structure at a distorted geometry, with the ωB97M-V functional and the def2-TZVPD basis.

Geometry as XYZ:
```
83
Properties=species:S:1:pos:R:3:lowdin_charge:R:1
Pt 0.1298 0.5428 -3.4156 1.241
S 0.8263 2.5715 1.8197 0.611
P 3.7415 0.4885 0.0451 0.814
P -2.6801 -1.8726 -0.1187 1.147
O 1.0734 3.6583 0.9019 -0.298
O -2.2588 0.5075 1.8223 -0.073
O 1.9945 1.9443 2.4156 -0.339
N -0.2323 1.4859 1.2391 -0.059
C 2.0383 0.6585 -0.3632 -0.270
C 4.3161 -0.4499 -1.4234 -0.285
C 0.7264 -2.9543 0.5549 -0.016
C -1.5597 -0.1799 -4.3404 -0.261
C 1.2410 -1.6326 2.6744 -0.107
C -1.3477 1.2652 -4.5372 -0.283
C 2.6970 -1.4725 2.5120 -0.014
C -0.7945 3.8863 5.3458 -0.047
C -0.8490 -1.5231 3.6255 -0.124
C 0.4976 -1.0624 3.7302 -0.097
C -0.9516 -2.3738 2.4966 -0.142
C -1.3854 2.3370 3.1128 -0.152
C 0.9114 1.6199 -5.8279 -0.169
C -0.2027 3.0430 3.1867 -0.223
C 4.2188 2.2414 -0.3431 -0.261
C 1.0513 -0.1602 4.7535 0.025
C -1.9625 -1.1953 4.5289 0.014
C 1.5266 0.6798 -4.8236 -0.299
C -3.7525 -0.4590 -0.4615 -0.267
C -2.2947 2.3790 4.1779 -0.019
C -1.3648 1.3683 1.9800 -0.503
C -1.9952 3.1674 5.2851 -0.057
C 0.3398 -2.3544 1.8477 -0.117
C 0.2473 -1.3960 -5.6907 -0.152
C -2.1875 -3.1421 2.1627 -0.064
C 1.1170 -0.6963 -4.6342 -0.276
C -1.2582 -1.1614 -5.4838 -0.160
C -0.6360 1.8361 -5.7645 -0.155
C -3.1266 -2.8784 -1.5466 -0.287
C 0.1311 3.8146 4.2969 -0.019
H 0.5728 -1.1109 -6.7024 0.130
H 3.5074 -1.1217 -1.7232 0.013
H 1.0878 4.3355 4.3208 0.129
H -2.6871 -3.4273 3.0992 0.108
H -0.1429 -3.1695 -0.0874 0.054
H -3.9806 -2.4810 -2.1247 0.059
H 3.2132 -1.6345 3.4627 0.117
H -3.0266 -2.5754 1.5568 0.025
H 1.2979 -3.8890 0.7134 0.120
H -4.7744 -0.7150 -0.7674 0.069
H 1.6446 0.6376 4.2763 0.091
H 4.3558 2.2979 -1.4336 0.034
H 1.3948 -2.2676 0.0013 0.078
H -3.3027 -3.9235 -1.2781 0.062
H 2.5708 0.9090 -4.5417 0.129
H -1.5869 -0.8322 5.4921 0.101
H 3.4266 2.9203 -0.0002 0.025
H 1.8744 1.4506 -1.1157 0.013
H -1.7357 -2.1202 -5.2134 0.116
H 1.3204 -0.1196 -0.2674 -0.037
H -3.2079 1.7853 4.1082 0.115
H -1.9325 -4.0505 1.5999 0.106
H -3.2742 0.0595 -1.3078 0.064
H -2.1926 -2.8665 -2.1396 0.051
H 2.9259 -0.4486 2.2092 0.019
H -2.1167 1.9037 -4.0745 0.124
H -2.5796 -2.0835 4.6989 0.095
H -2.3794 -0.4693 -3.6737 0.087
H -2.6021 -0.4165 4.0831 0.090
H -1.1289 1.5505 -6.7026 0.129
H 1.7187 -0.6881 5.4580 0.125
H 1.8208 -1.3215 -4.0752 0.113
H 1.4156 2.5979 -5.7028 0.130
H -1.6858 -0.7897 -6.4304 0.130
H 5.2125 -1.0211 -1.1457 0.040
H 4.5482 0.2642 -2.2227 0.030
H 0.4567 -2.4766 -5.5952 0.123
H 5.1685 2.4926 0.1569 0.048
H -0.7543 2.9197 -5.6823 0.118
H 3.0978 -2.1647 1.7765 0.088
H -3.6697 0.2250 0.4043 0.030
H 1.1753 1.2654 -6.8236 0.126
H -0.5765 4.5005 6.2236 0.118
H -2.7036 3.2156 6.1216 0.118
H 0.2488 0.3221 5.3274 0.093
```

Summary:
Energy relative to the best compared isomer or geometry (same formula, charge and spin) (eV): 1.829
Spin multiplicity: 5
Max |F| (eV/Å): 5.88
Expectation value of S²: 6.02
Net charge: +2
Frontier orbital gap (alpha / beta) (eV): 4.07 / 4.07
HOMO level (alpha / beta) (eV): -12.20 / -12.56

[3]
Computed, not measured: C30H46BN7O2S3Ti as an isolated structure at a distorted geometry, with the ωB97M-V functional and the def2-TZVPD basis.

Geometry as XYZ:
```
90
Properties=species:S:1:pos:R:3:lowdin_charge:R:1
Ti 1.9158 -2.1816 2.0271 0.521
S 3.0117 -0.1480 2.8720 0.740
S -0.1480 -1.8599 3.2976 0.826
S 3.1647 -1.1631 -0.5584 0.800
O 1.1825 -3.5163 1.0184 -0.152
O 1.6098 -5.0734 -0.5059 0.087
N -0.6983 -1.3334 -0.9199 0.189
N 1.5560 0.7524 0.8424 -0.033
N -0.7401 -0.0648 1.4528 0.029
N -1.5522 0.7919 0.8088 0.196
N 3.7643 -3.2413 1.4713 -0.102
N 1.2314 1.5822 -0.1564 0.186
N 0.5293 -1.1646 -0.4321 0.016
C 1.9104 -4.4178 0.4676 -0.598
C 1.6323 -1.6053 -1.1264 -0.592
C -0.8942 -1.9657 -2.0441 -0.209
C -4.9636 1.2646 0.5718 -0.031
C -2.6434 1.2022 1.3936 -0.216
C 3.0099 3.0161 0.4537 0.078
C 1.4463 -2.4230 -2.2634 -0.247
C 1.2009 4.9235 -1.1160 -0.036
C 3.3603 2.1730 1.4900 -0.247
C 1.5291 3.4965 -1.5736 -0.545
C -2.2796 -1.8147 -2.6336 -0.537
C 2.6028 1.0029 1.6851 -0.621
C 1.9171 2.6671 -0.3681 -0.214
C -2.4771 -0.5995 4.7342 -0.070
C -2.2355 -0.4579 -3.3580 -0.033
C -3.1882 2.3563 -0.7868 -0.045
C -2.1915 -0.0925 3.3651 -0.245
C 2.7163 3.5107 -2.5450 -0.035
C 0.3163 2.8769 -2.2673 -0.050
C -3.8660 3.3838 1.3677 -0.039
C -3.3174 -1.7680 -1.5127 -0.047
C 4.5611 2.4209 2.3355 -0.069
C -3.6451 2.0541 0.6358 -0.542
C 0.1612 -2.6075 -2.7190 0.073
C 3.2852 -4.5912 1.1639 -0.129
C 2.6095 -3.1081 -2.8969 -0.055
C 2.3617 -3.1359 3.8787 -0.316
C -1.0765 -0.5880 2.6640 -0.542
C -2.9714 0.8369 2.7207 0.067
C -2.6372 -2.9102 -3.6366 -0.051
B 0.6227 -0.4473 0.8572 -0.686
H -3.3706 -0.1343 5.1406 0.081
H -4.7937 0.2898 0.1211 0.075
H -3.8357 1.2523 3.2120 0.118
H 2.4164 -3.3364 -3.9421 0.084
H -2.6005 -1.6803 4.7045 0.077
H -2.2872 2.9612 -0.7721 0.063
H -0.4964 2.7665 -1.5592 0.048
H 2.1818 -2.4013 4.6691 -0.032
H 3.1282 -5.1538 2.0911 0.124
H -1.5381 -0.4954 -4.1929 0.088
H -3.6718 -2.7857 -3.9449 0.085
H 3.5096 -2.5036 -2.8059 0.047
H -0.0205 -3.2488 -3.5635 0.120
H -4.2893 -1.4875 -1.9125 0.085
H -3.2181 -0.1929 -3.7413 0.088
H 5.0277 3.3627 2.0584 0.081
H 1.6422 -3.9531 4.0064 -0.002
H 0.3938 4.9078 -0.3856 0.088
H -3.4025 -2.7409 -1.0359 0.092
H 3.0123 2.4921 -2.7900 0.092
H -1.6251 -0.3996 5.3827 0.086
H -2.5286 -3.8987 -3.1993 0.092
H -3.9678 2.9027 -1.3157 0.093
H -4.2405 3.2372 2.3767 0.074
H 4.2911 2.4319 3.3898 0.079
H 0.5566 1.8900 -2.6521 0.084
H -2.9811 1.4340 -1.3160 0.056
H -4.5916 3.9836 0.8218 0.088
H -5.6875 1.8029 -0.0363 0.088
H 2.0695 5.3968 -0.6629 0.075
H -0.0085 3.5048 -3.0930 0.090
H 3.9563 -5.1589 0.5090 0.126
H 3.5718 4.0229 -2.1118 0.077
H 0.8896 5.5292 -1.9645 0.086
H 2.4344 4.0220 -3.4627 0.087
H 3.5969 3.9011 0.2622 0.121
H -2.9324 3.9385 1.4298 0.089
H 3.3745 -3.5303 4.0137 -0.003
H -3.0091 -1.0447 -0.7641 0.049
H 5.2675 1.6022 2.1952 0.083
H -5.3943 1.1138 1.5590 0.079
H -1.9017 0.3165 -2.6719 0.060
H 4.0730 -2.7968 0.5931 -0.004
H -2.0183 -2.8464 -4.5272 0.077
H 2.7670 -4.0506 -2.3694 0.081
H 4.5672 -3.2556 2.1022 0.109
```

Summary:
Energy relative to the best compared isomer or geometry (same formula, charge and spin) (eV): 1.581
Max |F| (eV/Å): 2.82
Net charge: 0
Frontier orbital gap (alpha / beta) (eV): 6.04 / 6.04
HOMO level (alpha / beta) (eV): -6.40 / -6.40

Calculated DFT total energy in order - -46586.129 -72106.981 -102683.207 eV